Density functional theory data (wB97M-V/def2-TZVPD) for C14H12N6O4 in the gas phase in a non-equilibrium geometry.

Values from the calculation:
energy above the lowest of the compared OMol25 structures with the same formula, charge and spin = 0.00 kJ/mol
SMILES = CCn1nnc(NC(=O)c2ccc(-c3ccccc3[N+](=O)[O-])o2)n1
orbital gap = 8.1 eV
electronic energy = -31839.48485 eV
strongest force on any atom = 1.44 eV/Å

The geometry in XYZ format:
```
36
Properties=species:S:1:pos:R:3:nbo_charge:R:1
C 2.43 2.44 -1.94 -0.616
C 2.39 2.69 -0.44 -0.234
N 2.75 1.51 0.28 0.024
N 3.70 1.49 1.17 -0.027
N 3.81 0.28 1.60 -0.306
C 2.87 -0.44 0.94 0.422
N 2.79 -1.79 1.12 -0.607
C 2.06 -2.74 0.47 0.638
O 2.45 -3.90 0.45 -0.570
C 0.76 -2.39 -0.13 0.149
C 0.06 -3.15 -1.04 -0.213
C -1.22 -2.58 -1.13 -0.297
C -1.21 -1.50 -0.27 0.274
C -2.31 -0.64 0.14 0.019
C -3.57 -1.19 0.37 -0.203
C -4.60 -0.42 0.87 -0.177
C -4.40 0.92 1.16 -0.208
C -3.17 1.50 0.91 -0.167
C -2.15 0.73 0.38 0.020
N -0.94 1.40 -0.02 0.530
O -0.42 1.04 -1.05 -0.348
O -0.57 2.33 0.67 -0.389
O -0.01 -1.38 0.33 -0.373
N 2.19 0.33 0.10 -0.301
H 1.71 1.66 -2.19 0.238
H 3.42 2.12 -2.25 0.209
H 2.16 3.35 -2.47 0.216
H 3.11 3.46 -0.14 0.225
H 1.39 3.00 -0.13 0.239
H 3.58 -2.16 1.63 0.431
H 0.44 -4.01 -1.55 0.244
H -2.03 -2.90 -1.75 0.234
H -3.72 -2.25 0.19 0.229
H -5.57 -0.87 1.04 0.224
H -5.21 1.52 1.56 0.226
H -2.99 2.55 1.10 0.244
```